# 1
Formula: ClH14O7
Source: the Open Molecules 2025 dataset
Level of theory: ωB97M-V/def2-TZVPD

E_HOMO = -6.60 eV
Orbital gap = 10.10 eV
Relative energy (zero: lowest compared OMol25 entry of this formula, charge and spin) = 143.88 kcal/mol
Electronic energy = -27080.302 eV
Net charge = -1

Positions of all 22 atoms, in Å:
Cl 12.3545 22.9579 18.0938
O 14.0323 24.7275 19.4102
O 14.8767 23.2112 17.3470
O 11.1802 25.2834 18.1983
O 13.9089 21.0569 17.4409
O 11.9151 22.7227 15.6349
O 11.6760 23.8703 20.3921
O 11.6280 20.6687 19.1103
H 11.7932 23.4030 19.5650
H 11.6945 24.4816 18.2924
H 14.5846 21.5803 17.0098
H 15.5323 22.8582 17.9485
H 13.6542 24.1256 18.7692
H 14.5921 24.1757 19.9564
H 13.2782 21.6996 17.7656
H 11.1996 20.0348 18.5350
H 11.4477 21.5182 18.7078
H 12.2774 24.6128 20.3356
H 12.2531 22.8584 16.5201
H 11.1407 25.6482 19.0824
H 14.0395 22.9124 17.7021
H 12.6607 22.9044 15.0628

The Löwdin scheme yields these atomic charges, measured in e:
1 Cl 0.777
2 O -0.095
3 O -0.114
4 O -0.120
5 O -0.147
6 O -0.129
7 O -0.141
8 O -0.109
9 H -0.178
10 H -0.177
11 H -0.008
12 H 0.062
13 H -0.091
14 H 0.051
15 H -0.200
16 H 0.033
17 H -0.100
18 H -0.005
19 H -0.213
20 H 0.017
21 H -0.134
22 H 0.022

# 2
Formula: ClH16O8
Source: the Open Molecules 2025 dataset
Level of theory: ωB97M-V/def2-TZVPD

E_HOMO = -7.19 eV
Orbital gap = 10.33 eV
Relative energy (zero: lowest compared OMol25 entry of this formula, charge and spin) = 7.30 kcal/mol
Electronic energy = -29166.387 eV
Net charge = -1

Positions of all 25 atoms, in Å:
Cl -21.6618 6.6167 -26.5145
O -20.1393 9.5054 -26.0512
O -21.9695 3.1220 -26.2227
O -19.3135 4.9471 -24.8336
O -24.1395 6.4465 -28.9095
O -21.0075 5.8885 -29.7261
O -18.6590 7.3694 -28.0941
O -23.5936 8.8826 -24.7994
O -23.9055 5.2919 -24.2970
H -23.1380 5.5289 -24.8389
H -24.6444 5.6938 -24.7657
H -18.2475 8.1860 -27.7905
H -23.3597 6.4047 -28.3327
H -19.5530 7.4272 -27.7269
H -22.9998 8.9856 -24.0505
H -23.7934 6.8554 -29.7080
H -23.3037 8.0529 -25.2100
H -20.1109 9.5016 -25.0905
H -20.5852 6.7091 -30.0009
H -21.0496 5.9699 -28.7556
H -21.9927 4.0660 -26.0050
H -19.9397 4.7771 -24.1235
H -22.6053 3.0454 -26.9415
H -20.5491 8.6460 -26.2690
H -19.8651 5.3284 -25.5424

The Löwdin scheme yields these atomic charges, measured in e:
1 Cl 0.091
2 O -0.102
3 O -0.082
4 O -0.102
5 O -0.100
6 O -0.096
7 O -0.081
8 O -0.092
9 O -0.090
10 H -0.075
11 H 0.033
12 H 0.028
13 H -0.071
14 H -0.060
15 H 0.023
16 H 0.019
17 H -0.059
18 H 0.024
19 H 0.024
20 H -0.070
21 H -0.057
22 H 0.020
23 H 0.031
24 H -0.089
25 H -0.066

# 3
Formula: ClH16O8
Source: the Open Molecules 2025 dataset
Level of theory: ωB97M-V/def2-TZVPD

E_HOMO (spin up / spin down) = -11.85 / -11.82 eV
Orbital gap (spin up / spin down) = 11.56 / 5.10 eV
Relative energy (zero: lowest compared OMol25 entry of this formula, charge and spin) = 0.00 kcal/mol
2S+1 = 2
Electronic energy = -29159.458 eV

Positions of all 25 atoms, in Å:
Cl 0.4086 -0.0890 -0.2313
O -1.7267 -2.8106 0.3808
O -2.8753 0.0600 -0.6309
O 1.7804 -2.6580 -1.8736
O -0.0730 3.5926 -0.6252
O 1.4880 -0.9796 2.9053
O -0.1516 0.8431 -3.4658
O 3.4835 0.9081 0.2311
O -1.4323 1.2263 2.1527
H -3.2555 -0.5480 0.0031
H -0.8030 1.4828 -3.7533
H 3.9972 0.1852 0.5915
H 1.1124 -0.8857 2.0299
H -1.1733 1.1324 1.2360
H 0.7581 -0.8053 3.4996
H -0.8997 3.9157 -0.2668
H 1.6602 -1.9536 -1.2369
H 2.6207 0.5291 0.0634
H -0.6810 1.6453 2.5726
H -1.0410 -2.1430 0.4011
H 1.1952 -3.3541 -1.5748
H -1.9310 -0.0815 -0.5627
H -0.1682 0.8965 -2.5103
H -0.1453 2.6395 -0.5737
H -2.1476 -2.7483 1.2383

The Löwdin scheme yields these atomic charges, measured in e:
1 Cl 0.571
2 O -0.045
3 O -0.054
4 O -0.028
5 O -0.039
6 O -0.046
7 O -0.047
8 O -0.053
9 O -0.038
10 H 0.033
11 H 0.042
12 H 0.039
13 H -0.064
14 H -0.067
15 H 0.034
16 H 0.040
17 H -0.061
18 H -0.101
19 H 0.045
20 H -0.051
21 H 0.041
22 H -0.096
23 H -0.061
24 H -0.037
25 H 0.042

# 4
Formula: ClH16O8Zr
Source: the Open Molecules 2025 dataset
Level of theory: ωB97M-V/def2-TZVPD

E_HOMO = -20.70 eV
Orbital gap = 8.66 eV
Electronic energy = -30418.687 eV
Net charge = +3

Positions of all 26 atoms, in Å:
Zr 0.0894 -0.1942 0.1205
Cl -0.5272 -1.5719 2.2262
O 0.7436 -2.3176 -0.4783
O 2.0367 -0.6942 1.0868
O -2.1696 0.7364 1.4160
O -1.0086 1.5452 -0.8678
O -1.8514 -1.1397 -0.4422
O 1.7410 1.2898 -0.6780
O 0.2948 -0.3599 -2.2258
O 0.3859 1.4363 1.6436
H -0.1679 2.2387 1.6445
H 1.9445 2.1687 -0.3067
H 2.3189 -1.6287 1.1347
H -2.9380 1.3345 1.3886
H -2.1514 0.3662 2.3203
H 0.8121 1.4020 2.5256
H 1.5085 -2.6224 -1.0080
H -2.7502 -0.9648 -0.0923
H -1.5819 1.4585 -1.6535
H -1.9261 -1.9444 -0.9868
H -0.8633 2.5022 -0.7592
H 2.3984 1.1527 -1.3853
H -0.0170 -1.1386 -2.7237
H 2.7934 -0.1660 1.4061
H 0.1409 -3.0874 -0.4177
H 0.7444 0.1985 -2.8875

The Löwdin scheme yields these atomic charges, measured in e:
1 Zr 1.838
2 Cl 0.170
3 O -0.139
4 O -0.169
5 O -0.144
6 O -0.106
7 O -0.157
8 O -0.101
9 O -0.096
10 O -0.131
11 H 0.124
12 H 0.129
13 H 0.120
14 H 0.114
15 H 0.051
16 H 0.149
17 H 0.145
18 H 0.135
19 H 0.137
20 H 0.127
21 H 0.134
22 H 0.132
23 H 0.126
24 H 0.143
25 H 0.132
26 H 0.133